Record 1
Entry from the OMol25 dataset: a molecular structure, C7H14 at a distorted geometry (ωB97M-V with the def2-TZVPD basis set).

CARTESIAN COORDINATES (ANGSTROEM)
C: -0.872 1.648 0.828
C: -0.548 0.240 0.300
C: -0.951 0.158 -1.186
C: -1.377 -0.803 1.101
C: 0.865 -0.156 0.733
C: 2.151 -0.118 -0.811
C: 1.485 -1.249 -0.072
H: -0.646 1.718 1.898
H: -0.271 2.404 0.304
H: -1.932 1.895 0.670
H: -2.035 0.305 -1.292
H: -0.459 0.944 -1.775
H: -0.711 -0.813 -1.637
H: -1.083 -0.826 2.158
H: -2.439 -0.529 1.044
H: -1.259 -1.812 0.685
H: 2.099 0.719 -0.038
H: 1.724 0.219 -1.737
H: 3.212 -0.209 -0.908
H: 2.189 -1.885 0.473
H: 0.857 -1.849 -0.737

2S+1: 1
Highest occupied orbital energy, eV: -7.97
E_LUMO, eV: 0.923
Electronic energy, hartree: -274.9743

***

Record 2
Entry from the OMol25 dataset: a molecular structure, C7H14 at a distorted geometry (ωB97M-V with the def2-TZVPD basis set).

CARTESIAN COORDINATES (ANGSTROEM)
C: -1.373 1.299 0.572
C: -1.530 -0.195 0.626
C: -2.471 -0.888 -0.359
C: 0.198 -1.006 0.092
C: 1.299 -0.007 -0.001
C: 2.775 0.027 0.290
C: 2.256 0.401 -1.084
H: -0.201 1.558 0.514
H: -1.765 1.756 -0.344
H: -1.603 1.864 1.477
H: -1.696 -0.551 1.655
H: -3.542 -0.862 -0.110
H: -2.356 -0.455 -1.360
H: -2.187 -1.946 -0.418
H: 0.302 -1.755 0.880
H: -0.139 -1.402 -0.864
H: 0.836 0.987 0.372
H: 3.117 0.833 0.940
H: 3.361 -0.885 0.380
H: 2.504 -0.234 -1.933
H: 2.214 1.461 -1.325

2S+1: 1
Highest occupied orbital energy, eV: -9.23
E_LUMO, eV: 1.119
Electronic energy, hartree: -274.9896

***

Record 3
Entry from the OMol25 dataset: C7H14 in the gas phase at a distorted geometry (ωB97M-V with the def2-TZVPD basis set).

CARTESIAN COORDINATES (ANGSTROEM)
C: 3.111 -0.411 -0.106
C: 1.583 -0.603 -0.307
C: 0.923 0.583 0.426
C: -0.601 0.332 0.396
C: -1.452 1.196 -0.217
C: -2.785 0.823 -0.812
C: -1.177 -1.019 0.779
H: 3.427 0.509 -0.590
H: 3.287 -0.487 0.957
H: 3.741 -1.143 -0.603
H: 1.237 -0.733 -1.343
H: 1.251 -1.521 0.175
H: 1.249 0.651 1.465
H: 1.033 1.587 0.016
H: -1.408 2.258 0.057
H: -3.526 0.406 -0.088
H: -3.418 1.669 -1.055
H: -2.614 0.092 -1.598
H: -0.590 -1.405 1.599
H: -2.257 -1.001 0.862
H: -1.015 -1.784 -0.013

2S+1: 1
Highest occupied orbital energy, eV: -8.22
E_LUMO, eV: 1.103
Electronic energy, hartree: -275.0465

***

no.,HOMO-LUMO gap (eV)
1,8.894
2,10.345
3,9.326